Entry 1:
{"formula": "C45H116N8O11", "method": "ωB97M-V/def2-TZVPD", "symbols": ["C", "C", "C", "C", "C", "C", "C", "C", "C", "N", "O", "H", "H", "H", "H", "H", "H", "H", "H", "H", "H", "H", "H", "H", "H", "H", "H", "H", "H", "H", "C", "C", "C", "C", "C", "C", "C", "C", "C", "N", "O", "H", "H", "H", "H", "H", "H", "H", "H", "H", "H", "H", "H", "H", "H", "H", "H", "H", "H", "H", "C", "O", "C", "C", "C", "N", "H", "H", "H", "H", "H", "H", "H", "H", "H", "H", "H", "C", "O", "C", "C", "C", "N", "H", "H", "H", "H", "H", "H", "H", "H", "H", "H", "H", "C", "O", "C", "C", "C", "N", "H", "H", "H", "H", "H", "H", "H", "H", "H", "H", "H", "C", "O", "C", "C", "C", "N", "H", "H", "H", "H", "H", "H", "H", "H", "H", "H", "H", "C", "O", "C", "C", "C", "N", "H", "H", "H", "H", "H", "H", "H", "H", "H", "H", "H", "C", "O", "C", "C", "C", "N", "H", "H", "H", "H", "H", "H", "H", "H", "H", "H", "H", "C", "O", "H", "H", "H", "H", "C", "O", "H", "H", "H", "H", "C", "O", "H", "H", "H", "H"], "coordinates": [[-7.3548, -0.8500, -2.0998], [-6.4155, 0.2393, -1.5942], [-5.8625, -0.1440, -0.2153], [-5.2386, 0.4304, -2.5730], [-4.5700, 1.7723, -2.3909], [-5.5730, 2.9177, -2.4189], [-6.6604, 2.7769, -1.3619], [-6.1528, 3.1686, 0.0738], [-7.7583, 3.8133, -1.6795], [-7.2427, 1.4625, -1.4895], [-8.3387, 1.2723, -0.5940], [-6.8588, -1.7719, -2.4194], [-8.1167, -1.1441, -1.3779], [-7.8911, -0.5422, -3.0049], [-5.5076, -1.1831, -0.1871], [-4.9580, 0.4245, 0.0090], [-6.5655, -0.0932, 0.6151], [-4.5457, -0.3817, -2.3472], [-5.6357, 0.2717, -3.5799], [-4.1296, 1.7619, -1.3868], [-3.7610, 2.0189, -3.0784], [-6.0106, 3.1315, -3.3964], [-4.9985, 3.8200, -2.1759], [-7.0482, 3.1831, 0.7010], [-5.9273, 4.2294, -0.0441], [-5.4156, 2.5143, 0.5253], [-8.0356, 3.6880, -2.7338], [-7.3074, 4.8100, -1.7640], [-8.6305, 3.8273, -1.0371], [-9.0215, 1.0493, -1.2356], [4.3563, 0.3816, 1.9388], [5.1800, 1.3053, 0.9983], [4.9160, 1.0006, -0.4980], [4.8115, 2.7741, 1.2557], [5.3477, 3.2618, 2.5919], [6.8814, 3.1045, 2.6731], [7.3875, 1.7036, 2.2659], [8.8415, 1.8835, 1.8013], [7.3517, 0.8666, 3.5649], [6.6334, 1.1411, 1.1633], [7.0782, -0.1775, 0.8779], [3.7411, -0.2379, 1.2743], [4.9569, -0.3452, 2.4812], [3.6353, 0.8850, 2.5813], [3.8696, 0.8176, -0.7446], [5.3168, 1.8615, -1.0337], [5.4474, 0.1132, -0.8421], [4.9514, 3.4116, 0.3846], [3.7251, 2.7010, 1.3857], [5.1193, 4.3288, 2.6863], [4.9536, 2.8369, 3.5189], [7.1403, 3.4205, 3.6819], [7.3024, 3.8264, 1.9628], [9.3875, 2.3858, 2.6073], [8.8570, 2.6390, 1.0126], [9.3055, 0.9422, 1.5234], [7.9863, 1.3054, 4.3264], [7.7116, -0.1428, 3.3297], [6.3051, 0.6916, 3.8147], [7.3881, -0.0819, -0.0285], [3.6749, -2.3509, -1.4889], [4.8949, -2.3094, -2.1850], [5.9386, -2.9866, -1.5126], [7.1724, -3.0315, -2.3929], [7.9103, -1.6793, -2.5731], [6.9423, -3.6133, -3.7078], [3.1918, -3.3317, -1.4368], [2.9810, -1.7302, -2.0629], [3.7610, -1.8631, -0.5122], [6.0982, -2.4921, -0.5445], [5.6461, -4.0344, -1.3307], [7.9108, -3.6786, -1.9070], [8.8373, -2.0145, -3.0373], [8.0048, -1.1346, -1.6401], [7.3671, -1.0460, -3.2770], [6.0625, -4.1169, -3.7585], [6.8413, -2.9121, -4.4332], [-0.5797, 1.7853, -0.2737], [-0.4033, 0.4129, -0.5378], [-1.0921, -0.4038, 0.3906], [-0.1264, -0.9507, 1.4435], [0.9989, -1.7393, 0.7913], [-0.7993, -1.8166, 2.4045], [-0.4566, 2.0482, 0.7791], [-1.5702, 2.1280, -0.6012], [0.1370, 2.3630, -0.8535], [-1.9213, 0.1506, 0.8423], [-1.5556, -1.2626, -0.1088], [0.3809, -0.1088, 1.9267], [1.5480, -1.0740, 0.1207], [0.5857, -2.5098, 0.1241], [1.6973, -2.2629, 1.4405], [-1.2370, -2.6011, 1.9236], [-1.5601, -1.3711, 2.9080], [-2.4443, -6.0607, 2.7598], [-2.9052, -6.3715, 1.4623], [-1.8310, -6.3155, 0.5586], [-2.2660, -6.4002, -0.8788], [-2.9198, -5.1274, -1.4255], [-3.1243, -7.5652, -1.0925], [-1.6267, -6.7097, 3.0851], [-3.2916, -6.1092, 3.4399], [-2.0337, -5.0461, 2.8376], [-1.2094, -5.4144, 0.6751], [-1.1113, -7.1299, 0.7324], [-1.3720, -6.6219, -1.4698], [-2.2083, -4.2891, -1.4533], [-3.8115, -4.7552, -0.9237], [-3.1249, -5.2823, -2.4887], [-4.0135, -7.4278, -0.6154], [-3.4218, -7.7006, -2.0516], [3.4804, 5.5153, -1.4873], [2.9788, 4.7175, -2.5150], [2.5739, 3.3996, -2.1881], [1.9426, 2.7611, -3.4007], [0.5951, 3.4161, -3.7789], [1.6948, 1.3488, -3.0868], [4.5459, 5.7174, -1.6286], [3.3658, 5.0745, -0.4895], [3.0016, 6.4907, -1.3411], [3.4751, 2.8174, -1.9850], [1.8460, 3.3741, -1.3731], [2.5978, 2.8248, -4.2695], [0.2862, 3.0531, -4.7662], [0.7271, 4.4645, -4.0821], [-0.1614, 3.2811, -3.0111], [1.5994, 0.7849, -3.9233], [0.8210, 1.1868, -2.5983], [-4.2761, -1.6499, -6.0579], [-3.1552, -1.0369, -5.4436], [-2.4345, -1.9380, -4.6370], [-1.3353, -1.1744, -3.9410], [-0.3965, -2.1563, -3.2125], [-1.9222, -0.2973, -2.9051], [-5.0149, -0.9112, -6.3590], [-4.8020, -2.3054, -5.3516], [-3.8926, -2.2603, -6.8824], [-3.0375, -2.5059, -3.9104], [-2.0464, -2.7629, -5.2626], [-0.7983, -0.5985, -4.7065], [-0.9925, -2.7711, -2.5413], [0.4302, -1.6315, -2.7379], [0.0296, -2.8108, -3.9825], [-1.1774, 0.1079, -2.3367], [-2.2293, 0.4747, -3.5031], [-4.2559, -0.5308, 3.0414], [-3.9582, 0.4721, 3.9956], [-2.7677, 0.2683, 4.7329], [-2.8454, -0.9847, 5.6253], [-3.7535, -0.7127, 6.8189], [-1.5066, -1.4273, 6.0298], [-3.6547, -0.2725, 2.1598], [-5.3262, -0.4950, 2.8601], [-4.0063, -1.5766, 3.2504], [-1.9416, 0.2961, 4.0092], [-2.6524, 1.1052, 5.4241], [-3.1821, -1.8164, 5.0052], [-3.9111, -1.6281, 7.3921], [-4.7082, -0.3107, 6.4820], [-3.2740, -0.0149, 7.5081], [-0.7419, -0.7914, 5.8519], [-1.4051, -1.7680, 6.9735], [-2.1077, 4.8000, 1.2932], [-1.3509, 3.9924, 2.1559], [-1.9421, 5.8812, 1.3264], [-1.7404, 4.5189, 0.2985], [-3.1893, 4.6573, 1.2057], [-1.2628, 4.3368, 3.0487], [2.2563, 5.3196, 2.0794], [1.7267, 4.1974, 1.3894], [1.6356, 6.2122, 2.0242], [2.3141, 4.9777, 3.1215], [3.2908, 5.4553, 1.7646], [0.7919, 4.3044, 1.1907], [1.2757, -3.5931, 4.4834], [0.5140, -4.2173, 3.4519], [1.9046, -2.7874, 4.0898], [0.6073, -3.2440, 5.2721], [1.9739, -4.3361, 4.8706], [-0.0460, -3.5002, 3.1048]], "smiles": "CC1(C)CCCC(C)(C)N1O.CC1(C)CCCC(C)(C)N1O.COC[C@H](C)N.COC[C@H](C)N.COC[C@H](C)N.COC[C@H](C)N.COC[C@H](C)N.COC[C@H](C)N.CO.CO.CO", "e_homo_ev": -8.114, "total_energy_ev": -82981.525, "de_lowest_kj_mol": 0.00}

Entry 2:
{"formula": "C14H16O2", "method": "ωB97M-V/def2-TZVPD", "symbols": ["C", "C", "C", "C", "C", "O", "C", "C", "H", "H", "H", "H", "H", "H", "H", "H", "C", "C", "C", "C", "C", "O", "C", "C", "H", "H", "H", "H", "H", "H", "H", "H"], "coordinates": [[1.4402, 2.5846, -4.4730], [0.3429, 2.3457, -3.4658], [0.6237, 2.3878, -2.0985], [-0.3729, 2.1536, -1.1678], [-1.6222, 1.7245, -1.6306], [-2.4754, 1.4500, -0.5542], [-1.9471, 1.6539, -2.9643], [-0.9439, 2.0514, -3.8516], [1.0903, 3.0185, -5.4005], [1.7849, 1.6004, -4.8127], [2.2657, 3.1155, -4.0208], [1.6118, 2.6509, -1.7368], [-0.2217, 2.2356, -0.1034], [-3.3579, 1.6793, -0.8312], [-2.9141, 1.3700, -3.3520], [-1.2000, 2.1252, -4.8881], [2.3836, -2.4012, 4.2365], [1.0893, -2.1275, 3.4718], [1.0861, -1.3484, 2.2978], [0.1078, -1.5854, 1.3448], [-1.0660, -2.1987, 1.7815], [-2.1751, -2.2362, 0.9579], [-1.2338, -2.6922, 3.0600], [-0.1271, -2.6014, 3.9180], [3.2289, -2.2152, 3.5818], [2.3129, -3.4174, 4.6055], [2.4576, -1.6388, 5.0165], [1.9121, -0.6499, 2.2349], [0.2416, -0.9968, 0.4494], [-1.9153, -1.9655, 0.0706], [-2.2028, -2.9667, 3.4470], [-0.2040, -3.1056, 4.8774]], "smiles": "Cc1ccc(O)cc1.Cc1ccc(O)cc1", "e_homo_ev": -8.004, "total_energy_ev": -18871.580, "de_lowest_kj_mol": 101.71}

Entry 3:
{"formula": "C5H11N2O", "method": "ωB97M-V/def2-TZVPD", "symbols": ["C", "O", "C", "C", "C", "C", "N", "N", "H", "H", "H", "H", "H", "H", "H", "H", "H", "H", "H"], "coordinates": [[-2.3754, 0.2724, 0.5708], [-3.3822, 0.4181, -0.2493], [-0.9116, 0.7340, 0.0112], [0.3551, 0.2877, 0.7580], [1.7730, 0.5584, 0.3536], [2.3870, -0.6855, 0.4701], [2.8416, -1.8354, -0.4010], [-0.6727, 0.5065, -1.4535], [-2.4936, 0.7647, 1.5970], [-2.1994, -0.8588, 0.8103], [-0.7804, 1.8315, 0.1412], [0.1880, 0.4261, 1.9319], [0.2862, -0.8034, 0.6151], [2.2698, 1.3424, -0.1114], [2.1776, -1.0765, 1.3964], [3.4927, -0.9116, 0.1037], [2.5854, -1.6237, -1.3205], [-1.2960, -0.2582, -1.6434], [0.2764, 0.1228, -1.5273]], "spin_multiplicity": 2, "e_homo_ev": [-7.798, -7.783], "total_energy_ev": -10381.683, "de_lowest_kj_mol": 729.63}

Entry 4:
{"formula": "C22H67AsF6O11", "method": "ωB97M-V/def2-TZVPD", "symbols": ["O", "H", "H", "H", "As", "F", "F", "F", "F", "F", "F", "C", "C", "O", "H", "H", "H", "H", "H", "H", "C", "C", "O", "H", "H", "H", "H", "H", "H", "C", "C", "O", "H", "H", "H", "H", "H", "H", "C", "C", "O", "H", "H", "H", "H", "H", "H", "C", "C", "O", "H", "H", "H", "H", "H", "H", "C", "C", "O", "H", "H", "H", "H", "H", "H", "C", "C", "O", "H", "H", "H", "H", "H", "H", "C", "C", "O", "H", "H", "H", "H", "H", "H", "C", "C", "C", "O", "H", "H", "H", "H", "H", "H", "H", "H", "C", "C", "C", "O", "H", "H", "H", "H", "H", "H", "H", "H"], "coordinates": [[0.4130, 3.0003, -0.7629], [0.9736, 3.2221, -1.5312], [0.9893, 2.4640, -0.1413], [-0.0314, 3.8263, -0.4263], [-0.6494, -0.2447, 0.5270], [-0.3081, 1.3666, 1.1961], [-1.5497, -0.5412, 1.9924], [-1.0567, -1.8317, 0.0104], [0.2341, 0.1805, -0.9380], [0.8484, -0.8272, 1.2722], [-2.1084, 0.4664, -0.1262], [-3.2647, -4.9494, 2.3225], [-2.9929, -3.5688, 1.7462], [-3.4278, -2.5948, 2.6769], [-2.7850, -5.7173, 1.7062], [-4.3121, -5.2475, 2.3717], [-2.7967, -5.0171, 3.3068], [-3.5124, -3.5845, 0.7819], [-1.9115, -3.5058, 1.6332], [-2.8119, -1.8510, 2.6380], [2.0097, -3.8313, 0.4817], [3.0462, -2.7635, 0.1475], [3.4227, -2.1297, 1.3565], [2.3586, -4.4538, 1.3092], [1.9644, -4.5077, -0.3773], [1.0563, -3.4089, 0.7930], [2.6347, -2.0033, -0.5245], [3.8969, -3.2556, -0.3259], [2.7557, -1.4640, 1.5323], [-3.1293, 3.3261, -3.6091], [-2.5898, 2.2390, -2.7208], [-1.4076, 1.6668, -3.2649], [-3.8754, 3.9220, -3.0731], [-3.5700, 2.8578, -4.4926], [-2.4247, 4.0943, -3.9354], [-3.3327, 1.4703, -2.5212], [-2.3878, 2.6986, -1.7425], [-1.6011, 0.7309, -3.4153], [-1.4422, 1.1656, 5.4861], [-0.3662, 2.1152, 4.9398], [0.8687, 1.7448, 5.5556], [-1.5900, 1.4209, 6.5378], [-1.0562, 0.1506, 5.4703], [-2.4020, 1.2698, 4.9779], [-0.4292, 3.1868, 5.1442], [-0.3004, 2.0528, 3.8464], [1.3229, 1.0702, 5.0189], [1.9955, -1.4977, 5.8464], [1.2990, -1.5207, 4.4710], [1.5583, -0.2939, 3.7840], [1.6364, -0.5898, 6.3395], [3.0696, -1.4674, 5.6937], [1.6517, -2.3247, 6.4644], [0.2520, -1.8204, 4.5437], [1.8582, -2.3011, 3.9374], [1.2211, -0.4704, 2.8836], [3.8849, 0.2178, -4.4632], [4.3603, 0.0956, -3.0000], [3.2241, 0.1437, -2.1483], [4.7209, 0.4842, -5.1160], [3.1856, 1.0516, -4.5533], [3.3931, -0.6845, -4.8133], [5.1033, 0.8140, -2.6562], [4.8919, -0.8628, -2.9218], [2.5121, -0.4056, -2.5355], [0.2063, -2.2460, -5.0227], [-0.1535, -1.8804, -3.5990], [1.0006, -1.3750, -2.9125], [-0.6390, -2.5169, -5.6530], [0.8939, -3.0960, -5.0460], [0.7128, -1.3773, -5.4459], [-0.6253, -2.7103, -3.0721], [-0.7455, -0.9727, -3.6637], [0.6932, -0.7566, -2.2452], [-1.3847, 4.2653, 2.0570], [-1.1139, 5.6419, 1.4516], [-0.2638, 5.3989, 0.3075], [-0.4588, 3.7898, 2.3821], [-1.8929, 3.6730, 1.2957], [-1.9974, 4.2918, 2.9578], [-0.5528, 6.2851, 2.1289], [-2.0620, 6.0513, 1.1007], [0.0466, 6.2450, -0.0300], [5.0156, 1.8207, 0.6019], [3.5898, 1.4904, 1.0519], [3.1523, 2.2704, 2.2664], [2.6592, 1.7991, -0.0070], [5.0872, 2.8801, 0.3511], [5.3219, 1.1469, -0.1972], [5.7276, 1.6861, 1.4197], [3.4753, 0.4093, 1.1662], [3.2192, 3.3501, 2.1538], [3.6734, 1.9383, 3.1669], [2.1361, 1.9405, 2.5112], [2.7278, 1.1449, -0.7291], [-4.0982, -2.9115, -2.9730], [-3.7218, -1.8854, -4.0536], [-4.9229, -1.3995, -4.8530], [-3.1283, -0.7604, -3.3586], [-3.2994, -3.1680, -2.2757], [-4.5199, -3.8181, -3.4090], [-4.8686, -2.4324, -2.3544], [-2.9904, -2.3777, -4.7045], [-5.2927, -2.1884, -5.5064], [-4.7128, -0.4247, -5.2849], [-5.7330, -1.2270, -4.1340], [-3.3509, -0.9722, -2.4465]], "e_homo_ev": -9.368, "total_energy_ev": -123567.979}